This record from the Open Molecules 2025 dataset describes a 2-piece molecular cluster, C5H11O2 overall. The level of theory is wB97M-V/def2-TZVPD.

Summary:
Multiplicity: 2
HOMO-LUMO gap (alpha / beta) in eV: 2.60 / 8.06
Total charge: -2
Max |F| in Eh/bohr: 0.034
Expectation value of S²: 0.751

Structure (XYZ):
```
18
Properties=species:S:1:pos:R:3:forces:R:3
C 0.772 -1.115 2.273 0.2 0.6 -0.3
C 0.032 0.190 1.785 -0.6 -1.3 1.0
O 0.664 1.228 1.524 0.1 0.0 -0.1
O -1.204 -0.047 1.780 -0.2 0.9 -0.4
H 0.064 -1.658 2.896 0.1 -0.1 0.1
H 1.693 -0.907 2.820 0.1 0.0 -0.1
H 0.969 -1.725 1.388 0.2 0.0 0.0
C -0.615 -0.103 -1.920 0.5 -0.3 0.7
C 0.092 -1.192 -2.751 0.2 0.9 0.5
C 0.015 1.299 -2.008 -0.4 0.3 0.4
H -1.671 -0.231 -2.137 -0.4 0.8 -0.2
H -0.555 -0.218 -0.827 -0.1 -1.0 -0.3
H 1.138 -0.869 -2.788 0.2 -0.6 -0.2
H -0.759 2.044 -1.823 -0.1 0.3 -0.5
H 0.658 1.461 -1.135 0.2 -0.4 -0.2
H -0.281 -1.211 -3.785 0.1 0.0 0.0
H -0.012 -2.188 -2.311 0.1 -0.1 -0.1
H 0.626 1.525 -2.879 -0.4 0.0 -0.4
```
Positions in Å, forces in eV/Å.

***

This record from the Open Molecules 2025 dataset describes a 2-piece molecular cluster, C5H11O2 overall. The level of theory is wB97M-V/def2-TZVPD.

Summary:
Multiplicity: 2
HOMO-LUMO gap (alpha / beta) in eV: 11.81 / 7.80
Total charge: 0
Max |F| in Eh/bohr: 0.049
Expectation value of S²: 0.754

Structure (XYZ):
```
18
Properties=species:S:1:pos:R:3:forces:R:3
C -0.762 -0.857 2.709 -0.3 0.6 -0.5
C 0.735 -1.051 2.478 -0.5 0.6 0.7
H -1.343 -1.693 3.089 0.4 -0.3 0.0
H -1.230 -0.562 1.765 -0.1 0.0 0.1
H -0.917 -0.032 3.407 -0.1 0.0 0.0
H 1.138 -0.103 2.112 0.0 -0.2 -0.3
H 0.934 -1.839 1.761 0.3 -0.2 0.2
H 1.210 -1.167 3.453 0.3 -0.6 -0.2
C -0.431 0.910 -2.417 0.1 1.2 -0.6
C 0.442 1.655 -1.362 -0.4 -2.5 -0.5
C -0.033 -0.581 -2.552 0.2 0.6 0.6
O -0.992 -1.174 -3.195 0.0 -0.3 0.0
O 1.002 -1.048 -2.146 -0.4 -0.2 -0.3
H -1.503 1.071 -2.320 0.0 -0.3 0.3
H -0.218 1.311 -3.415 0.1 0.0 0.0
H 0.740 2.654 -1.640 -0.1 0.2 0.0
H 1.277 0.949 -1.325 0.6 0.8 0.3
H -0.051 1.557 -0.402 0.0 0.5 0.2
```
Positions in Å, forces in eV/Å.

***

This record from the Open Molecules 2025 dataset describes a 2-piece molecular cluster, C5H11O2 overall. The level of theory is wB97M-V/def2-TZVPD.

Summary:
Multiplicity: 2
HOMO-LUMO gap (alpha / beta) in eV: 11.99 / 6.82
Total charge: 0
Max |F| in Eh/bohr: 0.050
Expectation value of S²: 0.756

Structure (XYZ):
```
18
Properties=species:S:1:pos:R:3:forces:R:3
C -0.903 -1.988 -1.422 -0.4 -0.3 1.6
C -1.822 -2.534 -0.277 1.0 1.0 -0.2
H -1.154 -2.278 -2.435 0.2 -0.3 0.0
H -0.902 -0.906 -1.338 -0.2 0.1 -0.3
H 0.070 -2.305 -1.054 0.5 0.0 -0.9
H -1.353 -3.334 0.287 -0.2 -0.8 -0.6
H -2.839 -2.751 -0.585 -0.1 0.1 0.3
H -1.725 -1.749 0.475 -1.0 0.2 0.1
C 1.348 1.531 -0.126 0.6 1.7 -0.6
C 1.248 0.645 -1.349 0.7 0.5 1.0
C 0.344 1.121 1.039 -1.5 -1.8 1.2
O -0.793 1.535 0.802 0.4 0.5 -0.4
O 0.805 0.346 1.874 0.7 0.6 -0.5
H 2.363 1.620 0.264 -0.2 -0.7 0.3
H 1.084 2.570 -0.334 -0.3 -0.2 -0.2
H 1.467 -0.373 -1.042 -0.2 -0.2 -0.4
H 2.055 1.022 -1.955 0.5 -0.1 -0.5
H 0.348 0.785 -1.915 -0.5 -0.2 0.0
```
Positions in Å, forces in eV/Å.

***

This record from the Open Molecules 2025 dataset describes a 2-piece molecular cluster, C5H11O2 overall. The level of theory is wB97M-V/def2-TZVPD.

Summary:
Multiplicity: 2
HOMO-LUMO gap (alpha / beta) in eV: 11.47 / 7.67
Total charge: 0
Max |F| in Eh/bohr: 0.028
Expectation value of S²: 0.756

Structure (XYZ):
```
18
Properties=species:S:1:pos:R:3:forces:R:3
C 0.397 -0.909 1.814 0.1 -1.2 -0.8
C -0.512 -1.806 0.991 -0.1 0.3 0.2
C -0.399 0.203 2.797 -0.5 0.2 -0.1
O -1.509 0.414 2.369 -0.1 0.0 0.0
O 0.376 0.535 3.669 0.3 -0.1 0.2
H 1.031 -1.556 2.413 0.1 0.5 0.4
H 1.001 -0.281 1.172 0.1 0.4 0.1
H 0.128 -2.169 0.184 -0.1 -0.2 -0.1
H -1.402 -1.335 0.582 0.2 0.3 -0.1
H -0.856 -2.653 1.569 0.0 -0.2 0.2
C 0.487 1.163 -1.464 0.3 -1.2 -0.6
C -0.049 1.255 -2.893 -0.3 0.0 -0.2
H -0.052 0.392 -0.912 -0.5 0.5 0.3
H 1.498 0.721 -1.475 0.0 0.7 0.0
H 0.459 2.139 -0.985 0.2 -0.2 0.3
H -0.438 0.312 -3.305 0.3 0.1 0.3
H -0.877 1.957 -2.954 -0.1 0.1 0.0
H 0.716 1.620 -3.571 0.1 0.1 -0.1
```
Positions in Å, forces in eV/Å.

***

This record from the Open Molecules 2025 dataset describes a 2-piece molecular cluster, C5H11O2S overall. The level of theory is wB97M-V/def2-TZVPD.

Summary:
HOMO-LUMO gap in eV: 6.74
Total charge: -1
Max |F| in Eh/bohr: 0.287

Structure (XYZ):
```
19
Properties=species:S:1:pos:R:3:forces:R:3
C -1.535 1.018 -1.183 13.1 1.3 -6.8
C 0.538 2.964 -1.622 -0.9 -2.3 -2.3
S -0.990 2.713 -0.861 -3.0 1.1 1.8
H -0.612 0.446 -0.829 -1.6 0.0 -0.2
H -2.278 0.886 -0.714 -10.1 -2.0 6.6
H -1.626 0.790 -2.255 -0.3 0.2 0.3
H 0.939 1.895 -1.608 0.2 1.6 -1.4
H 1.170 3.517 -1.063 1.9 1.6 2.5
H 0.319 3.657 -2.469 0.8 -1.6 -0.4
C -0.357 -1.877 1.346 3.2 1.9 -0.4
C -0.034 -2.376 2.698 1.3 -1.5 1.0
C 1.003 -1.929 0.448 -3.1 0.2 -0.8
O 1.663 -0.887 0.440 1.2 0.6 0.3
O 1.027 -2.925 -0.302 0.9 -0.4 0.1
H -1.020 -2.417 0.790 -2.0 -1.8 -1.1
H -0.691 -0.835 1.329 0.1 0.0 0.3
H 1.025 -2.430 2.953 0.6 0.6 -0.7
H -0.219 -3.428 2.905 -1.0 -0.2 -0.2
H -0.370 -1.785 3.496 -1.2 0.8 1.2
```
Positions in Å, forces in eV/Å.

***

This record from the Open Molecules 2025 dataset describes a 2-piece molecular cluster, C5H11O3 overall. The level of theory is wB97M-V/def2-TZVPD.

Summary:
HOMO-LUMO gap in eV: 7.55
Total charge: -1
Max |F| in Eh/bohr: 0.050

Structure (XYZ):
```
19
Properties=species:S:1:pos:R:3:forces:R:3
O 0.783 -2.532 -1.987 0.1 0.0 0.2
C 1.183 -2.198 -0.842 -0.3 0.1 -0.2
O 1.386 -2.917 0.155 0.0 0.0 0.2
C 1.428 -0.642 -0.658 0.1 -2.3 -1.1
C 0.472 -0.105 0.370 0.6 1.1 0.7
C -0.944 0.074 -0.171 0.2 0.1 -0.7
C -1.122 1.393 -0.950 0.3 -0.3 1.4
H 2.515 -0.591 -0.545 -0.2 0.6 0.8
H 1.228 -0.341 -1.678 -0.2 0.9 -0.1
H 0.431 -0.713 1.269 0.2 -0.8 -0.1
H 0.909 0.816 0.789 -0.4 0.5 -0.3
H -1.101 -0.711 -0.908 -0.1 -0.4 0.1
H -1.680 -0.075 0.621 -0.1 0.3 -0.1
H -0.942 2.234 -0.259 -0.4 0.0 -0.2
H -2.110 1.438 -1.410 0.2 0.3 -0.1
H -0.307 1.449 -1.655 0.0 0.0 -0.7
H -0.588 0.396 2.811 0.0 -0.1 0.0
H -0.693 1.715 2.095 0.0 0.0 -0.1
O -0.849 1.311 2.953 -0.1 0.1 0.2
```
Positions in Å, forces in eV/Å.

***

This record from the Open Molecules 2025 dataset describes a 2-piece molecular cluster, C5H11O3 overall. The level of theory is wB97M-V/def2-TZVPD.

Summary:
HOMO-LUMO gap in eV: 8.30
Total charge: -1
Max |F| in Eh/bohr: 0.033

Structure (XYZ):
```
19
Properties=species:S:1:pos:R:3:forces:R:3
C 0.674 1.184 2.077 0.2 -1.6 0.7
C 0.053 2.072 1.001 0.6 -0.4 0.2
O 1.035 -0.112 1.647 0.4 -0.2 -0.9
H 1.566 1.617 2.539 0.1 0.7 -0.1
H 0.028 0.930 2.936 -0.4 0.7 -0.3
H -0.652 2.813 1.374 0.0 0.0 0.1
H 1.453 -0.240 0.678 -0.9 0.4 0.8
H -0.425 1.422 0.267 -0.1 0.2 0.0
H 0.894 2.582 0.537 -0.2 0.2 -0.4
C -0.478 -1.630 -0.832 0.1 1.3 -0.1
C -1.530 -0.769 -1.613 0.7 -1.3 0.7
C 0.921 -1.408 -1.373 1.3 0.1 -0.3
O 1.211 -1.984 -2.436 -0.3 -0.1 -0.1
O 1.738 -0.652 -0.738 -0.4 0.0 0.1
H -0.500 -1.320 0.214 -0.1 -0.3 0.1
H -0.688 -2.690 -0.955 -0.3 0.0 0.1
H -1.394 -0.916 -2.683 -0.3 -0.2 0.0
H -1.454 0.299 -1.422 0.0 0.0 0.3
H -2.451 -1.200 -1.218 -0.6 0.6 -0.6
```
Positions in Å, forces in eV/Å.

***

This record from the Open Molecules 2025 dataset describes a 2-piece molecular cluster, C5H11O3 overall. The level of theory is wB97M-V/def2-TZVPD.

Summary:
Multiplicity: 2
HOMO-LUMO gap (alpha / beta) in eV: 10.42 / 6.43
Total charge: 0
Max |F| in Eh/bohr: 0.034
Expectation value of S²: 0.754

Structure (XYZ):
```
19
Properties=species:S:1:pos:R:3:forces:R:3
C 1.313 -1.099 -1.248 -0.9 -0.4 0.3
C 1.671 -0.977 0.232 0.5 1.4 -0.9
C 0.014 -1.913 -1.402 -0.9 1.1 0.4
O 1.141 0.190 -1.816 0.5 0.0 -0.3
H 2.097 -1.551 -1.852 0.2 -0.1 0.3
H 1.758 -1.904 0.740 0.1 -0.9 0.4
H -0.786 -1.175 -1.565 0.1 -0.1 0.1
H -0.046 -2.540 -2.258 0.3 -0.6 -0.8
H -0.310 -2.495 -0.539 0.4 -0.1 0.2
H 0.801 0.793 -1.150 -0.3 0.1 0.0
H 0.919 -0.358 0.725 -0.3 -0.2 0.1
H 2.596 -0.399 0.302 0.1 -0.2 0.2
C -2.087 1.693 1.818 0.2 1.2 -0.3
C -1.005 2.112 0.860 -0.4 -0.8 -0.1
O -0.910 1.761 -0.296 0.3 0.3 0.1
O -0.123 2.896 1.417 0.3 0.2 -0.2
H -2.890 2.417 1.680 -0.2 0.0 0.0
H -1.713 1.830 2.827 -0.2 -0.5 0.3
H -2.441 0.720 1.525 0.0 -0.4 0.3
```
Positions in Å, forces in eV/Å.